119
Properties=species:S:1:pos:R:3 method="wB97M-V/def2-TZVPD" total_charge=-1 multiplicity=3 orbital_gap_ev="4.5024 / 7.3687" e_lumo_ha="0.0793 / 0.0793" e_above_lowest_kj_mol=2500.86
Ti 0.07 0.73 -1.82
C -2.83 4.80 1.26
N -1.66 4.25 1.95
C -1.60 4.59 3.37
C -1.46 2.74 1.78
C -1.09 2.43 0.29
N -1.29 1.06 0.00
C -2.80 0.80 -0.31
C -2.90 -0.62 -0.78
C -3.52 -1.53 -0.07
C -3.36 -2.93 -0.37
C -2.86 -3.22 -1.65
C -2.32 -2.26 -2.57
C -2.26 -0.88 -2.01
O -1.53 0.06 -2.62
C -1.88 -2.58 -3.93
C -2.43 -4.00 -4.34
C -2.56 -1.55 -4.87
C -0.42 -2.73 -4.08
C -3.78 -4.07 0.55
C -5.04 -3.67 1.44
C -2.50 -4.22 1.42
C -3.84 -5.46 -0.10
C -0.92 0.16 1.05
C 0.55 0.44 1.72
C 0.46 0.28 3.03
C 1.79 0.31 3.66
C 2.82 0.75 3.05
C 2.75 1.43 1.62
C 1.38 0.92 0.93
O 1.32 1.13 -0.38
C 3.69 2.19 0.85
C 3.12 3.56 0.74
C 4.34 1.70 -0.56
C 5.02 2.34 1.71
C 1.75 0.33 5.28
C 3.05 0.66 5.85
C 0.73 1.41 5.73
C 1.33 -1.04 5.68
H -3.83 4.61 1.71
H -2.90 4.40 0.19
H -2.75 5.92 1.12
H -2.30 4.14 4.00
H -1.91 5.45 3.66
H -0.70 4.32 3.64
H -2.41 2.17 1.99
H -0.75 2.43 2.43
H -0.06 2.78 -0.02
H -1.69 3.18 -0.51
H -3.17 1.53 -1.02
H -3.53 1.06 0.58
H -4.05 -1.20 0.93
H -3.05 -4.46 -1.97
H -3.41 -4.08 -3.97
H -1.86 -4.65 -3.75
H -2.38 -4.15 -5.33
H -3.40 -1.22 -4.52
H -2.52 -1.95 -5.74
H -1.98 -0.61 -4.92
H -0.13 -3.47 -3.55
H 0.26 -1.51 -3.91
H -0.03 -2.92 -4.94
H -5.23 -2.50 1.87
H -4.97 -4.18 2.27
H -5.88 -4.27 0.83
H -2.30 -3.31 2.01
H -1.65 -4.48 0.90
H -2.48 -5.02 1.99
H -4.64 -5.56 -1.01
H -4.02 -6.16 0.68
H -3.04 -5.82 -0.33
H -1.23 -0.74 0.65
H -1.65 0.40 1.85
H -0.28 -0.35 3.47
H 3.56 1.25 3.55
H 2.35 3.54 0.18
H 4.11 4.62 0.24
H 2.97 3.96 1.82
H 3.39 1.66 -1.38
H 4.77 0.49 -0.17
H 5.23 2.55 -0.66
H 4.62 2.46 3.00
H 5.69 3.39 1.41
H 5.66 1.29 1.52
H 3.36 1.80 6.05
H 4.05 0.13 5.31
H 3.18 0.27 6.93
H 0.85 2.68 5.42
H 0.87 1.59 6.93
H -0.07 1.11 5.44
H 2.00 -1.63 5.31
H 0.58 -1.40 5.28
H 1.08 -1.12 6.81
N 0.62 -1.39 -1.11
C 1.86 -1.80 -1.62
C 2.67 -2.83 -1.29
C 3.86 -3.27 -1.83
C 4.17 -2.50 -3.04
C 3.41 -1.49 -3.53
C 3.65 -0.79 -4.75
C 2.98 0.48 -5.00
C 2.00 0.83 -4.04
N 1.66 0.16 -2.97
C 2.28 -1.02 -2.72
H -0.08 -2.15 -1.41
H 0.55 -1.31 -0.31
H 2.40 -3.73 -0.32
H 4.50 -3.94 -1.65
H 5.21 -2.76 -3.67
H 4.20 -1.23 -5.44
H 3.30 1.06 -5.95
H 1.42 1.70 -4.29
Cl -0.77 6.17 -3.41
C 0.16 4.62 -3.29
C -0.83 3.48 -2.89
O -1.99 3.64 -2.50
O -0.20 2.35 -2.93
H 0.81 4.66 -2.62
H 0.53 4.33 -4.17

125
Properties=species:S:1:pos:R:3 method="wB97M-V/def2-TZVPD" multiplicity=1 orbital_gap_ev=6.5315 e_lumo_ha=0.0074
Zr -0.45 -0.10 0.20
C -0.71 -4.70 -2.23
C 0.02 -4.21 -0.98
C 0.11 -5.34 0.05
C 1.42 -3.69 -1.25
C 2.23 -4.38 -2.14
C 3.57 -4.07 -2.29
C 4.12 -3.07 -1.51
C 3.34 -2.33 -0.63
C 4.03 -1.27 0.23
C 4.73 -1.93 1.42
C 5.05 -0.45 -0.56
C 1.96 -2.62 -0.52
N 1.17 -1.80 0.35
C 1.32 -2.02 1.62
C 0.84 -1.18 2.64
C 1.07 -1.38 4.00
C 0.54 -0.26 4.63
C 0.01 0.57 3.64
N 0.17 0.02 2.41
C -0.50 1.97 3.97
C -1.62 1.93 5.02
C -1.00 2.73 2.74
C 0.68 2.75 4.57
H -1.76 -4.88 -1.98
H -0.30 -5.65 -2.59
H -0.67 -3.98 -3.05
H -0.55 -3.40 -0.54
H 0.72 -6.16 -0.34
H -0.89 -5.72 0.28
H 0.55 -5.00 0.99
H 1.82 -5.20 -2.72
H 4.19 -4.62 -2.98
H 5.18 -2.85 -1.59
H 3.27 -0.59 0.63
H 5.48 -2.64 1.07
H 4.04 -2.47 2.06
H 5.24 -1.18 2.03
H 5.93 -1.05 -0.80
H 5.40 0.39 0.05
H 4.64 -0.07 -1.50
H 1.89 -2.89 1.94
H 1.57 -2.22 4.45
H 0.56 -0.05 5.69
H -2.51 1.43 4.64
H -1.90 2.95 5.30
H -1.30 1.41 5.92
H -1.87 2.26 2.31
H -0.22 2.74 1.98
H -1.25 3.76 3.03
H 1.03 2.29 5.50
H 0.39 3.78 4.78
H 1.52 2.76 3.87
N 1.09 0.37 -1.69
C 1.75 -0.17 -2.90
C 0.97 0.01 -4.20
C -0.05 -1.07 -4.57
C -1.38 -0.93 -3.86
N -1.22 -1.14 -2.42
H 0.68 1.27 -1.94
H 1.82 0.60 -1.02
H 1.98 -1.23 -2.75
H 2.70 0.35 -3.02
H 1.72 0.05 -5.00
H 0.48 0.99 -4.18
H 0.38 -2.06 -4.35
H -0.23 -1.03 -5.65
H -2.10 -1.64 -4.30
H -1.78 0.07 -4.01
H -0.94 -2.10 -2.23
H -2.10 -1.02 -1.95
F -3.18 6.88 -4.60
C -2.31 6.02 -4.08
C -2.59 5.35 -2.96
N -1.72 4.44 -2.40
C -2.06 3.79 -1.14
C -1.75 2.30 -1.17
O -2.19 1.65 -2.10
O -1.09 1.85 -0.15
C -0.49 4.19 -2.97
O 0.33 3.44 -2.47
N -0.25 4.88 -4.13
C -1.05 5.82 -4.78
O -0.69 6.37 -5.79
H -3.53 5.50 -2.45
H -3.14 3.87 -1.03
H -1.58 4.27 -0.29
H 0.64 4.69 -4.57
C -5.44 -0.27 2.54
C -5.21 0.37 1.33
C -3.91 0.64 0.96
N -2.84 0.32 1.71
C -3.08 -0.31 2.85
C -4.35 -0.62 3.31
H -6.45 -0.50 2.86
H -6.02 0.65 0.67
H -3.70 1.13 0.01
H -2.20 -0.58 3.43
H -4.46 -1.14 4.25
N -1.73 -1.55 0.19
C -2.55 -2.52 0.70
C -3.75 -2.88 0.05
C -4.60 -3.84 0.57
C -4.30 -4.49 1.76
C -3.12 -4.17 2.41
C -2.27 -3.20 1.90
H -3.98 -2.38 -0.89
H -5.52 -4.07 0.04
H -4.97 -5.24 2.16
H -2.86 -4.68 3.33
H -1.35 -2.95 2.43
C 1.56 4.45 0.50
P 2.46 2.90 0.43
C 3.77 3.03 1.65
C 3.28 2.95 -1.17
O 1.63 1.67 0.64
H 2.13 5.20 1.05
H 0.61 4.29 1.00
H 1.37 4.81 -0.51
H 4.53 3.74 1.34
H 4.22 2.04 1.79
H 3.34 3.35 2.60
H 3.90 3.85 -1.25
H 2.50 2.99 -1.94
H 3.89 2.07 -1.31

Please write out number 1 again, unchanged.
119
Properties=species:S:1:pos:R:3 method="wB97M-V/def2-TZVPD" total_charge=-1 multiplicity=3 orbital_gap_ev="4.5024 / 7.3687" e_lumo_ha="0.0793 / 0.0793" e_above_lowest_kj_mol=2500.86
Ti 0.07 0.73 -1.82
C -2.83 4.80 1.26
N -1.66 4.25 1.95
C -1.60 4.59 3.37
C -1.46 2.74 1.78
C -1.09 2.43 0.29
N -1.29 1.06 0.00
C -2.80 0.80 -0.31
C -2.90 -0.62 -0.78
C -3.52 -1.53 -0.07
C -3.36 -2.93 -0.37
C -2.86 -3.22 -1.65
C -2.32 -2.26 -2.57
C -2.26 -0.88 -2.01
O -1.53 0.06 -2.62
C -1.88 -2.58 -3.93
C -2.43 -4.00 -4.34
C -2.56 -1.55 -4.87
C -0.42 -2.73 -4.08
C -3.78 -4.07 0.55
C -5.04 -3.67 1.44
C -2.50 -4.22 1.42
C -3.84 -5.46 -0.10
C -0.92 0.16 1.05
C 0.55 0.44 1.72
C 0.46 0.28 3.03
C 1.79 0.31 3.66
C 2.82 0.75 3.05
C 2.75 1.43 1.62
C 1.38 0.92 0.93
O 1.32 1.13 -0.38
C 3.69 2.19 0.85
C 3.12 3.56 0.74
C 4.34 1.70 -0.56
C 5.02 2.34 1.71
C 1.75 0.33 5.28
C 3.05 0.66 5.85
C 0.73 1.41 5.73
C 1.33 -1.04 5.68
H -3.83 4.61 1.71
H -2.90 4.40 0.19
H -2.75 5.92 1.12
H -2.30 4.14 4.00
H -1.91 5.45 3.66
H -0.70 4.32 3.64
H -2.41 2.17 1.99
H -0.75 2.43 2.43
H -0.06 2.78 -0.02
H -1.69 3.18 -0.51
H -3.17 1.53 -1.02
H -3.53 1.06 0.58
H -4.05 -1.20 0.93
H -3.05 -4.46 -1.97
H -3.41 -4.08 -3.97
H -1.86 -4.65 -3.75
H -2.38 -4.15 -5.33
H -3.40 -1.22 -4.52
H -2.52 -1.95 -5.74
H -1.98 -0.61 -4.92
H -0.13 -3.47 -3.55
H 0.26 -1.51 -3.91
H -0.03 -2.92 -4.94
H -5.23 -2.50 1.87
H -4.97 -4.18 2.27
H -5.88 -4.27 0.83
H -2.30 -3.31 2.01
H -1.65 -4.48 0.90
H -2.48 -5.02 1.99
H -4.64 -5.56 -1.01
H -4.02 -6.16 0.68
H -3.04 -5.82 -0.33
H -1.23 -0.74 0.65
H -1.65 0.40 1.85
H -0.28 -0.35 3.47
H 3.56 1.25 3.55
H 2.35 3.54 0.18
H 4.11 4.62 0.24
H 2.97 3.96 1.82
H 3.39 1.66 -1.38
H 4.77 0.49 -0.17
H 5.23 2.55 -0.66
H 4.62 2.46 3.00
H 5.69 3.39 1.41
H 5.66 1.29 1.52
H 3.36 1.80 6.05
H 4.05 0.13 5.31
H 3.18 0.27 6.93
H 0.85 2.68 5.42
H 0.87 1.59 6.93
H -0.07 1.11 5.44
H 2.00 -1.63 5.31
H 0.58 -1.40 5.28
H 1.08 -1.12 6.81
N 0.62 -1.39 -1.11
C 1.86 -1.80 -1.62
C 2.67 -2.83 -1.29
C 3.86 -3.27 -1.83
C 4.17 -2.50 -3.04
C 3.41 -1.49 -3.53
C 3.65 -0.79 -4.75
C 2.98 0.48 -5.00
C 2.00 0.83 -4.04
N 1.66 0.16 -2.97
C 2.28 -1.02 -2.72
H -0.08 -2.15 -1.41
H 0.55 -1.31 -0.31
H 2.40 -3.73 -0.32
H 4.50 -3.94 -1.65
H 5.21 -2.76 -3.67
H 4.20 -1.23 -5.44
H 3.30 1.06 -5.95
H 1.42 1.70 -4.29
Cl -0.77 6.17 -3.41
C 0.16 4.62 -3.29
C -0.83 3.48 -2.89
O -1.99 3.64 -2.50
O -0.20 2.35 -2.93
H 0.81 4.66 -2.62
H 0.53 4.33 -4.17